[1]
Entry from the OMol25 dataset: a gas-phase ion, C3H8NO (charge +1) in a non-equilibrium geometry (ωB97M-V with the def2-TZVPD basis set).

SMILES string = C[N@H+]1C[C@@H]1O
Highest occupied orbital energy = -0.5885 hartree
Energy relative to the best compared isomer or geometry (same formula, charge and spin) = 46.9 kcal/mol
LUMO level = -3.12 eV
Kohn-Sham gap = 12.8983 eV
Charge = +1

Structure (XYZ):
```
13
Properties=species:S:1:pos:R:3:nbo_charge:R:1
C -0.9657 1.3489 0.3371 -0.4540
N 0.0326 0.4090 -0.2668 -0.3897
C 1.0719 -0.2592 0.5122 -0.2771
C 0.0743 -1.0975 -0.1325 0.2381
O 0.4595 -1.6879 -1.4429 -0.6732
H -1.9142 1.0485 0.9123 0.2714
H -0.3555 1.9487 1.0475 0.2385
H -1.3743 1.9967 -0.5733 0.2592
H 0.3295 0.6573 -1.2494 0.4703
H 1.2026 -0.1274 1.6796 0.2813
H 2.1076 -0.1506 0.0622 0.2748
H -0.8144 -1.4766 0.5125 0.2487
H 0.1460 -2.6098 -1.3984 0.5116
```

=====

[2]
Entry from the OMol25 dataset: 2 unconnected molecules or ions with the total composition C3H8NO in a non-equilibrium geometry (ωB97M-V with the def2-TZVPD basis set).

Highest occupied orbital energy = -0.5281 hartree
Energy relative to the best compared isomer or geometry (same formula, charge and spin) = 64.2 kcal/mol
LUMO level = -6.28 eV
Kohn-Sham gap = 8.0901 eV
Charge = +1

Structure (XYZ):
```
13
Properties=species:S:1:pos:R:3:nbo_charge:R:1
C 2.0378 -0.0276 1.4236 0.1317
N 1.1428 0.7209 0.7547 -0.5775
H 2.4797 0.5172 2.2784 0.2349
H 2.6980 -0.6388 0.8258 0.2340
H 0.6369 0.2893 -0.0900 0.4843
H 0.7301 1.3660 1.4308 0.4409
C -0.5301 -1.2731 -0.6916 -0.5396
C -1.4751 -0.4178 -0.4232 0.1383
O -1.3249 0.8584 -1.0536 -0.7417
H -0.5222 -2.1206 0.0650 0.2333
H 0.2429 -1.2797 -1.5188 0.2492
H -2.2550 -0.4010 0.2630 0.2132
H -1.6071 0.6650 -1.9608 0.4991
```

=====

[3]
Entry from the OMol25 dataset: a gas-phase ion, C3H8NO2 (charge -1) in a non-equilibrium geometry (ωB97M-V with the def2-TZVPD basis set).

SMILES string = N[C@H](C[O-])CO
Highest occupied orbital energy = -0.0932 hartree
Energy relative to the best compared isomer or geometry (same formula, charge and spin) = 58.8 kcal/mol
LUMO level = 4.11 eV
Kohn-Sham gap = 6.6440 eV
Charge = -1

Structure (XYZ):
```
14
Properties=species:S:1:pos:R:3:nbo_charge:R:1
N -0.9541 0.8173 0.8808 -0.8681
C -0.2999 0.0337 -0.1524 -0.1425
C -0.3606 -1.5508 -0.0959 0.0153
O 0.0805 -2.1267 -1.1942 -0.9335
C 1.1020 0.5296 -0.4079 -0.0652
O 1.1430 1.9494 -0.6166 -0.7610
H -0.3952 0.7676 1.7352 0.3394
H -1.8336 0.3690 1.1251 0.3532
H -0.7974 0.1299 -1.1233 0.1719
H -1.4439 -1.7183 0.1873 0.0438
H 0.2364 -1.8226 0.8338 0.0438
H 1.4874 0.0920 -1.3184 0.2027
H 1.7408 0.2466 0.4479 0.1278
H 0.2946 2.2834 -0.3013 0.4724
```

=====

[4]
Entry from the OMol25 dataset: a gas-phase ion, C3H8NO2 (charge -1) in a non-equilibrium geometry (ωB97M-V with the def2-TZVPD basis set).

SMILES string = [O-]CNCCO
Highest occupied orbital energy = -0.0953 hartree
Energy relative to the best compared isomer or geometry (same formula, charge and spin) = 95.8 kcal/mol
LUMO level = 3.65 eV
Kohn-Sham gap = 6.2384 eV
Charge = -1

Structure (XYZ):
```
14
Properties=species:S:1:pos:R:3:nbo_charge:R:1
O 2.2455 0.7249 -1.1164 -0.9128
C 0.9738 0.9333 -1.3498 0.1816
N 0.2174 -0.5139 -1.3150 -0.7149
C -0.7191 -0.4775 -0.2176 -0.2362
C -0.3626 -0.6790 1.2567 -0.0927
O -1.2742 0.0766 1.9191 -0.7405
H 0.2791 1.5819 -0.6663 0.0345
H 0.7759 1.5212 -2.4324 0.0194
H 1.0030 -1.1568 -1.1239 0.3494
H -1.4420 -1.3777 -0.3952 0.1433
H -1.1932 0.5545 -0.3242 0.2035
H 0.5789 -0.1563 1.4344 0.1611
H -0.1655 -1.6731 1.7433 0.1381
H -0.9171 0.6421 2.5873 0.4662
```

=====

Look up the highest occupied orbital energy of the first one.
-0.5885 hartree

=====

Among the records above, which one has the lowest energy relative to the best compared isomer or geometry (same formula, charge and spin)?
number 1

=====

Copy entry 4 word for word.
Entry from the OMol25 dataset: a gas-phase ion, C3H8NO2 (charge -1) in a non-equilibrium geometry (ωB97M-V with the def2-TZVPD basis set).

SMILES string = [O-]CNCCO
Highest occupied orbital energy = -0.0953 hartree
Energy relative to the best compared isomer or geometry (same formula, charge and spin) = 95.8 kcal/mol
LUMO level = 3.65 eV
Kohn-Sham gap = 6.2384 eV
Charge = -1

Structure (XYZ):
```
14
Properties=species:S:1:pos:R:3:nbo_charge:R:1
O 2.2455 0.7249 -1.1164 -0.9128
C 0.9738 0.9333 -1.3498 0.1816
N 0.2174 -0.5139 -1.3150 -0.7149
C -0.7191 -0.4775 -0.2176 -0.2362
C -0.3626 -0.6790 1.2567 -0.0927
O -1.2742 0.0766 1.9191 -0.7405
H 0.2791 1.5819 -0.6663 0.0345
H 0.7759 1.5212 -2.4324 0.0194
H 1.0030 -1.1568 -1.1239 0.3494
H -1.4420 -1.3777 -0.3952 0.1433
H -1.1932 0.5545 -0.3242 0.2035
H 0.5789 -0.1563 1.4344 0.1611
H -0.1655 -1.6731 1.7433 0.1381
H -0.9171 0.6421 2.5873 0.4662
```

=====

Which value of energy relative to the best compared isomer or geometry (same formula, charge and spin) does entry 3 give?
58.8 kcal/mol